{
  "formula": "C36H50N8PtS",
  "method": "wB97M-V/def2-TZVPD",
  "s_squared": 2.04,
  "energy_ev": -64144.2753,
  "charge": 0,
  "relative_energy_kj_mol": 212.36,
  "homo_lumo_gap_ha": [0.193, 0.182],
  "e_homo_ev": [-4.96, -6.91],
  "multiplicity": 3,
  "symbols": ["Pt", "C", "N", "C", "C", "N", "N", "C", "N", "N", "H", "H", "H", "H", "H", "H", "H", "H", "H", "H", "H", "C", "C", "C", "C", "C", "C", "C", "C", "C", "C", "C", "C", "N", "C", "C", "C", "C", "C", "C", "C", "N", "C", "C", "C", "C", "C", "C", "C", "C", "C", "C", "C", "C", "H", "H", "H", "H", "H", "H", "H", "H", "H", "H", "H", "H", "H", "H", "H", "H", "H", "H", "H", "H", "H", "H", "H", "H", "H", "H", "H", "H", "H", "H", "H", "H", "H", "H", "H", "H", "H", "H", "H", "S", "C", "N"],
  "coordinates": [[0.0613, 0.0070, 0.2106], [-5.9293, 2.5396, 0.5879], [-4.5011, 2.6798, 0.3818], [-4.0446, 4.0210, 0.0874], [-3.6975, 1.6054, 0.0376], [-2.8289, 1.5637, -0.8702], [-3.9504, 0.4532, 0.8213], [-3.0341, -0.4063, 1.4124], [-3.6670, -1.2751, 2.2635], [-1.7470, -0.4308, 1.3220], [-6.2252, 2.9062, 1.5753], [-6.2436, 1.5020, 0.4794], [-6.4719, 3.1187, -0.1665], [-4.4256, 4.6926, 0.8588], [-4.3890, 4.3831, -0.8909], [-2.9579, 4.0458, 0.1338], [-2.7667, 2.4261, -1.3969], [-4.7879, 0.5281, 1.3727], [-4.6525, -1.4212, 2.1267], [-3.1577, -2.1190, 2.4749], [-1.3940, -1.1614, 1.9236], [2.4687, 2.9115, -2.2848], [1.1616, 2.7246, -1.5116], [0.1990, 3.8669, -1.8448], [1.4158, 2.5665, 0.0133], [1.7377, 3.8970, 0.6817], [3.1524, 4.1206, 0.9984], [4.0204, 3.0987, 1.0958], [3.6766, 1.7365, 0.7910], [4.6086, 0.6464, 1.2823], [5.9947, 0.7329, 0.6361], [4.7249, 0.7342, 2.8106], [2.4596, 1.4835, 0.2136], [1.9861, 0.2674, -0.2097], [2.8279, -0.6202, -0.7774], [2.5932, -1.9716, -1.0204], [3.6724, -2.7278, -1.5458], [3.5803, -4.0740, -1.7877], [2.3814, -4.7432, -1.5255], [1.3059, -4.0386, -1.0325], [1.3558, -2.6532, -0.7578], [0.2401, -2.0095, -0.2804], [-0.7922, -2.9131, 0.1101], [-0.6668, -3.4958, 1.3919], [-1.6683, -4.3345, 1.8657], [-2.7662, -4.6393, 1.0800], [-2.8502, -4.1155, -0.1974], [-1.8803, -3.2626, -0.7218], [-2.0974, -2.8285, -2.1700], [-2.5464, -1.3747, -2.2690], [-0.9053, -3.0609, -3.1027], [0.5616, -3.2510, 2.2559], [0.2165, -2.5533, 3.5763], [1.2833, -4.5801, 2.5087], [2.2523, 3.1523, -3.3269], [3.0797, 2.0093, -2.2644], [3.0558, 3.7264, -1.8555], [0.6990, 1.7849, -1.8287], [0.7229, 4.8226, -1.9020], [-0.5917, 3.9614, -1.0967], [-0.2679, 3.6878, -2.8142], [1.3042, 4.7405, 0.1492], [3.4617, 5.1315, 1.2336], [5.0346, 3.3060, 1.4165], [4.1795, -0.3259, 1.0420], [6.4941, 1.6644, 0.9075], [5.9258, 0.6905, -0.4524], [6.6188, -0.0951, 0.9768], [5.1766, 1.6804, 3.1126], [5.3462, -0.0774, 3.1944], [3.7369, 0.6701, 3.2686], [3.7852, -0.2258, -1.1017], [4.6003, -2.2033, -1.7391], [4.4361, -4.6165, -2.1682], [2.2888, -5.8054, -1.7084], [0.3830, -4.5672, -0.8426], [-1.5827, -4.7737, 2.8528], [-3.5395, -5.3006, 1.4518], [-3.6880, -4.3931, -0.8266], [-2.9197, -3.4484, -2.5404], [-1.7799, -0.7050, -1.8925], [-3.4502, -1.2021, -1.6842], [-2.7525, -1.1157, -3.3100], [-0.1067, -2.3506, -2.9023], [-1.2261, -2.9226, -4.1366], [-0.5074, -4.0705, -2.9996], [1.2474, -2.5985, 1.7195], [-0.5922, -3.0618, 4.1054], [-0.0722, -1.5130, 3.4078], [1.0881, -2.5429, 4.2323], [0.6803, -5.2374, 3.1384], [2.2378, -4.4092, 3.0081], [1.4783, -5.0933, 1.5668], [0.6138, 3.8716, 2.2463], [-0.2372, 2.4649, 1.7716], [0.2184, 1.9507, 0.6763]],
  "forces_ev_per_a": [[0.072, -0.862, 0.498], [0.102, 0.057, 0.071], [0.000, 0.082, 0.288], [-0.029, -0.138, -0.058], [-0.207, 0.055, -0.110], [0.667, -0.268, -0.099], [0.446, -0.163, 0.024], [0.064, 0.328, -0.147], [-0.136, -0.156, 0.305], [-0.093, 0.396, -1.083], [-0.053, -0.031, -0.019], [-0.052, 0.040, -0.004], [-0.034, -0.049, 0.001], [-0.020, 0.026, -0.049], [0.057, -0.004, 0.011], [0.016, 0.049, -0.020], [-0.007, 0.125, 0.061], [0.048, 0.016, 0.110], [0.016, -0.076, -0.066], [-0.001, -0.089, 0.007], [-0.056, -0.097, 0.111], [-0.098, -0.086, 0.076], [-0.085, 0.101, 0.010], [-0.080, -0.126, 0.132], [0.325, -0.105, -0.333], [-0.726, 0.056, 0.539], [0.441, -0.190, 0.276], [-0.025, 0.769, -0.091], [-0.625, -0.835, -0.281], [0.144, 0.183, 0.159], [-0.141, -0.097, 0.012], [-0.042, -0.037, -0.133], [0.672, 0.772, 0.312], [-0.362, -0.030, -0.165], [0.219, 0.092, -0.281], [-0.139, 0.238, 0.031], [0.071, -0.037, -0.036], [-0.050, 0.094, 0.053], [-0.043, -0.249, -0.037], [0.075, 0.094, 0.140], [0.118, -0.569, -0.276], [-0.151, 0.450, -0.060], [-0.673, -0.300, 0.365], [0.098, 0.432, -0.182], [-0.123, -0.035, -0.017], [-0.026, -0.003, 0.075], [0.005, -0.032, 0.049], [0.124, 0.103, -0.027], [0.215, 0.241, -0.017], [-0.097, -0.107, 0.071], [-0.133, -0.114, 0.086], [-0.009, -0.115, 0.166], [0.023, 0.005, -0.103], [-0.037, 0.063, -0.041], [0.029, 0.005, -0.012], [0.035, -0.007, -0.012], [0.015, 0.037, -0.045], [-0.001, 0.028, -0.009], [-0.011, 0.027, -0.013], [-0.048, -0.054, 0.008], [0.006, 0.027, -0.024], [0.186, -0.091, -0.228], [0.036, -0.013, 0.019], [0.013, 0.008, 0.001], [0.012, 0.054, 0.038], [0.032, 0.007, -0.029], [0.034, 0.000, -0.013], [0.048, 0.016, -0.012], [0.010, 0.001, 0.053], [0.004, -0.002, 0.017], [0.018, -0.004, 0.046], [-0.031, 0.036, 0.085], [0.006, -0.007, 0.003], [0.008, 0.015, -0.034], [0.008, 0.011, -0.007], [0.095, -0.054, -0.057], [0.059, 0.013, 0.001], [0.013, -0.002, -0.012], [0.010, 0.025, -0.012], [0.052, -0.042, 0.057], [0.080, 0.161, 0.046], [-0.036, 0.077, 0.022], [-0.005, 0.025, 0.016], [0.069, 0.012, -0.019], [-0.016, 0.008, -0.001], [0.035, 0.024, -0.081], [-0.008, -0.001, -0.009], [0.001, -0.013, 0.010], [-0.016, 0.009, 0.083], [0.003, 0.032, 0.005], [0.022, -0.026, 0.020], [-0.008, 0.010, 0.031], [0.037, -0.026, 0.012], [0.365, -0.106, -0.505], [-0.456, 0.097, 0.506], [-0.374, -0.185, -0.248]]
}